No. 1
This record from the Open Molecules 2025 dataset describes a structure of composition C36H35N8O3PS2Sn. The level of theory is ωB97M-V/def2-TZVPD.

XYZ file:
```
86
Properties=species:S:1:pos:R:3:forces:R:3
Sn 0.347 -1.627 -1.467 0.456 0.475 -0.305
C -1.516 4.210 -0.041 -0.106 -0.030 0.039
N -1.404 2.792 0.225 -0.410 0.054 -0.054
C -0.442 1.947 -0.144 0.326 -0.102 -0.183
N -0.669 0.750 0.356 -0.118 -0.112 0.258
C -1.830 0.930 1.043 0.017 0.051 -0.035
N -2.318 2.152 0.994 0.262 -0.029 -0.080
C -1.070 5.041 1.137 0.093 0.045 0.090
C -1.718 6.226 1.455 0.000 -0.025 -0.049
C -1.291 6.994 2.530 0.040 0.008 0.048
C -0.218 6.583 3.301 -0.021 0.008 0.021
C 0.434 5.393 2.986 0.164 0.029 0.118
C 0.009 4.629 1.908 0.007 0.006 -0.024
C 1.575 4.954 3.800 -0.100 -0.228 -0.303
N 2.029 5.448 4.894 0.252 -0.044 0.141
N 3.121 4.656 5.261 -0.213 0.176 0.095
C 3.226 3.744 4.366 0.032 -0.227 -0.400
O 2.282 3.865 3.389 0.019 0.123 0.238
C 4.188 2.637 4.267 -0.132 0.034 -0.122
C 5.022 2.349 5.338 -0.041 0.081 0.049
C 5.906 1.288 5.240 0.076 -0.008 0.135
C 5.957 0.518 4.093 0.014 -0.091 -0.051
C 5.128 0.796 3.011 -0.106 0.164 -0.031
C 5.230 -0.087 1.782 -0.079 0.151 -0.073
N 4.490 0.398 0.635 0.079 -0.119 -0.068
C 3.166 0.435 0.438 -0.090 0.013 0.099
N 2.889 0.971 -0.732 -0.019 0.039 -0.051
C 4.126 1.232 -1.235 0.012 -0.024 -0.037
N 5.126 0.898 -0.450 -0.123 0.112 0.152
C 4.247 1.866 3.102 0.076 0.003 0.122
H -2.556 4.423 -0.286 -0.001 0.003 0.007
H -0.916 4.417 -0.927 0.059 0.036 0.008
H 0.396 2.237 -0.769 -0.060 -0.141 0.104
H -2.331 0.143 1.586 0.027 0.023 -0.025
H -2.566 6.550 0.863 -0.004 -0.007 0.013
H -1.805 7.915 2.771 -0.002 -0.004 0.004
H 0.120 7.164 4.149 -0.001 -0.002 -0.021
H 0.518 3.702 1.678 0.004 0.008 0.021
H 4.970 2.954 6.234 -0.014 -0.006 -0.020
H 6.560 1.056 6.070 -0.005 0.011 -0.004
H 6.654 -0.311 4.036 -0.015 0.013 -0.016
H 4.883 -1.096 2.002 -0.007 -0.066 0.096
H 6.268 -0.147 1.466 0.014 -0.054 -0.046
H 2.454 0.071 1.167 0.039 0.048 -0.102
H 4.293 1.671 -2.205 -0.020 -0.019 0.022
H 3.604 2.125 2.272 -0.002 -0.023 -0.012
C -4.350 0.095 -1.783 -0.069 0.017 -0.153
P -3.047 -1.195 -1.970 -0.059 0.070 0.233
C -3.908 -2.581 -1.134 0.064 -0.092 -0.039
C -3.551 -2.860 0.184 0.066 0.003 0.010
C -4.167 -3.884 0.889 -0.034 -0.020 -0.022
C -5.143 -4.658 0.275 0.023 0.017 0.009
C -5.504 -4.395 -1.039 0.042 0.041 0.006
C -4.892 -3.360 -1.735 -0.103 0.019 -0.013
C -3.173 -1.631 -3.740 0.060 0.044 -0.006
C -3.515 -0.670 -4.691 -0.079 -0.021 -0.030
C -3.472 -0.964 -6.048 0.009 -0.018 0.047
C -3.081 -2.224 -6.474 0.006 0.005 -0.005
C -2.732 -3.188 -5.537 -0.004 0.004 0.012
C -2.769 -2.894 -4.183 0.024 0.007 0.033
H -5.280 -0.185 -2.283 -0.021 0.025 0.029
H -4.009 1.058 -2.167 0.024 -0.020 -0.010
H -4.541 0.218 -0.717 0.014 -0.012 0.003
H -2.760 -2.288 0.656 -0.003 -0.001 -0.039
H -3.871 -4.091 1.909 -0.007 0.004 -0.004
H -5.615 -5.468 0.818 0.000 0.007 -0.007
H -6.261 -4.998 -1.525 -0.002 0.015 0.001
H -5.186 -3.161 -2.759 0.027 -0.016 0.001
H -3.826 0.318 -4.376 0.010 -0.006 -0.005
H -3.745 -0.205 -6.771 0.002 -0.001 0.004
H -3.044 -2.453 -7.532 -0.010 -0.007 0.006
H -2.423 -4.173 -5.861 0.001 0.006 -0.005
H -2.474 -3.642 -3.457 -0.002 0.026 -0.018
C -0.721 -4.567 -1.279 -0.045 -0.086 -0.035
O -0.849 -3.193 -1.518 -0.385 -0.422 0.083
H -1.671 -4.959 -0.898 -0.010 0.015 -0.012
H 0.052 -4.803 -0.541 0.009 0.035 0.020
H -0.482 -5.106 -2.204 0.024 0.017 -0.010
C 3.338 -5.827 -2.108 -0.029 0.040 0.073
O 2.967 -4.975 -1.012 0.135 0.012 -0.015
C 2.489 -3.766 -1.252 -0.020 0.064 -0.104
S 2.314 -3.150 -2.813 -0.068 -0.102 0.225
S 2.044 -2.907 0.162 0.033 -0.040 -0.009
H 3.963 -6.598 -1.669 -0.024 -0.023 0.016
H 3.884 -5.272 -2.866 0.034 0.015 0.002
H 2.441 -6.262 -2.545 -0.008 0.022 -0.042
```
Forces are in eV/Å.

Kohn-Sham gap in eV: 7.7
Total charge: 0
E_LUMO in Eh: -0.0010
Energy relative to the best compared isomer or geometry (same formula, charge and spin) in eV: 0.000
HOMO level in hartree: -0.2830

Löwdin atomic charge list, values in e, 6 entries:
1. Sn 0.89
2. C -0.08
3. N -0.15
4. C -0.18
5. N 0.03
6. C -0.23

No. 2
This record from the Open Molecules 2025 dataset describes the molecule C6H12O at a distorted geometry. The level of theory is ωB97M-V/def2-TZVPD.

XYZ file:
```
19
Properties=species:S:1:pos:R:3:forces:R:3
C 2.085 -1.338 -0.872 -0.239 0.040 0.927
C 1.401 -0.300 -0.389 0.642 -0.718 -0.261
C 2.001 1.069 -0.367 -0.365 0.802 0.393
C 0.084 -0.472 0.329 -0.298 -0.074 -0.755
C -1.117 0.157 -0.388 0.480 1.718 0.772
C -2.333 0.395 0.498 -0.040 -1.022 0.442
O -2.485 -0.747 1.357 -0.144 -0.283 -0.109
H 1.605 -2.308 -0.885 0.183 -0.183 0.018
H 3.164 -1.289 -0.961 -0.099 0.085 -0.809
H 2.944 1.211 -0.889 0.017 -0.439 -0.113
H 2.143 1.427 0.658 0.017 -0.108 0.092
H 1.297 1.786 -0.800 0.028 0.014 -0.100
H 0.291 0.028 1.278 -0.566 -0.018 0.246
H -0.164 -1.512 0.526 0.386 -0.082 0.099
H -1.420 -0.314 -1.314 0.264 -0.487 -0.072
H -0.769 1.169 -0.637 -0.287 -0.078 -0.426
H -2.219 1.256 1.160 0.017 0.302 -0.382
H -3.201 0.473 -0.161 -0.132 0.383 0.221
H -3.307 -0.692 1.858 0.136 0.147 -0.184
```
Forces are in eV/Å.

Kohn-Sham gap in eV: 9.9
Total charge: 0
E_LUMO in Eh: 0.0328
Energy relative to the best compared isomer or geometry (same formula, charge and spin) in eV: 1.377
HOMO level in hartree: -0.3321
SMILES string: C=C(C)CCCO

Löwdin atomic charge list, values in e, 6 entries:
1. C 0.04
2. C -0.38
3. C -0.07
4. C -0.17
5. C -0.18
6. C -0.25

No. 3
This record from the Open Molecules 2025 dataset describes the ion C16H25ClNO3 with charge +1. The level of theory is ωB97M-V/def2-TZVPD.

XYZ file:
```
46
Properties=species:S:1:pos:R:3:forces:R:3
C 0.202 2.740 2.735 -0.001 0.180 0.135
C 0.949 1.689 2.458 -0.153 -0.184 -0.084
C 0.459 0.499 1.676 0.096 0.101 0.114
C 1.378 0.224 0.514 -0.253 0.010 -0.277
C 2.619 -0.352 0.753 0.110 -0.027 -0.189
C 3.512 -0.583 -0.281 -0.236 0.112 -0.041
Cl 5.041 -1.300 0.057 0.115 -0.057 0.023
C 3.181 -0.243 -1.586 0.073 -0.027 0.137
C 1.950 0.329 -1.838 -0.230 0.072 0.091
C 1.057 0.560 -0.802 0.197 -0.120 -0.032
O -0.200 1.094 -1.128 0.259 -0.150 0.085
C -0.328 2.501 -0.896 -0.428 0.439 0.070
C -1.816 2.839 -0.896 0.442 -0.069 -0.020
O -2.443 2.089 0.141 0.286 0.089 0.071
C -3.668 1.481 -0.170 -0.149 -0.216 -0.047
C -3.475 0.230 -1.051 -0.346 0.617 0.064
N -2.289 -0.499 -0.561 0.404 0.294 0.309
C -2.001 -1.792 -1.214 -0.042 -0.727 0.000
C -2.844 -2.876 -0.540 -0.051 0.066 -0.026
O -2.737 -2.646 0.850 0.216 0.218 -0.347
C -3.371 -3.630 1.644 -0.138 -0.130 0.199
H 0.583 3.571 3.303 0.127 0.152 0.121
H -0.828 2.809 2.419 -0.205 -0.065 -0.102
H 1.978 1.637 2.786 0.158 0.064 0.093
H -0.563 0.696 1.349 -0.015 -0.047 0.015
H 0.455 -0.373 2.336 -0.072 -0.041 -0.053
H 2.891 -0.625 1.761 0.054 -0.056 0.129
H 3.878 -0.421 -2.388 0.090 -0.037 -0.072
H 1.668 0.601 -2.844 -0.035 0.026 -0.123
H 0.184 3.054 -1.689 -0.021 -0.040 0.061
H 0.114 2.761 0.070 -0.015 -0.058 -0.090
H -1.943 3.910 -0.703 -0.010 -0.084 -0.069
H -2.254 2.602 -1.869 -0.018 0.015 -0.028
H -4.361 2.175 -0.658 0.004 -0.100 0.027
H -4.089 1.193 0.797 -0.071 -0.007 -0.125
H -3.294 0.505 -2.092 0.052 -0.123 0.065
H -4.366 -0.396 -1.001 0.084 -0.070 -0.029
H -2.410 -0.731 0.439 0.083 0.171 -0.198
H -1.459 0.166 -0.663 -0.390 -0.444 0.109
H -2.208 -1.736 -2.282 0.025 0.093 0.050
H -0.943 -2.014 -1.066 -0.055 0.120 -0.003
H -2.462 -3.869 -0.807 -0.005 0.115 -0.039
H -3.898 -2.823 -0.853 0.088 -0.015 0.014
H -2.926 -4.614 1.477 0.011 0.025 -0.002
H -4.442 -3.677 1.428 0.023 0.003 0.015
H -3.217 -3.331 2.678 -0.058 -0.088 0.000
```
Forces are in eV/Å.

Kohn-Sham gap in eV: 9.5
Total charge: +1
E_LUMO in Eh: -0.0796
HOMO level in hartree: -0.4298
SMILES string: C=CCc1cc(Cl)ccc1OCCOCC[NH2+]CCOC

Löwdin atomic charge list, values in e, 6 entries:
1. C 0.02
2. C -0.16
3. C -0.14
4. C -0.15
5. C -0.05
6. C -0.66

No. 4
This record from the Open Molecules 2025 dataset describes a structure of composition C3H3IO2 at a distorted geometry. The level of theory is ωB97M-V/def2-TZVPD.

XYZ file:
```
9
Properties=species:S:1:pos:R:3:forces:R:3
C 1.466 0.489 0.056 -2.707 -1.120 -1.038
C -1.276 0.016 -0.500 -0.446 -0.790 0.003
C -0.269 -0.575 0.292 4.168 2.921 0.624
O 1.498 1.351 -0.754 0.046 -1.033 1.373
O -1.195 0.295 0.865 0.223 -0.773 1.654
I 3.152 -0.214 1.219 -0.141 0.114 -0.039
H -1.246 0.860 -1.071 0.983 1.975 -1.847
H -2.017 -0.641 -0.770 -2.108 -1.394 -0.625
H -0.114 -1.582 0.663 -0.019 0.100 -0.105
```
Forces are in eV/Å.

Kohn-Sham gap in eV: 8.9
Total charge: 0
E_LUMO in Eh: -0.0075
Energy relative to the best compared isomer or geometry (same formula, charge and spin) in eV: 2.879
HOMO level in hartree: -0.3342

Löwdin atomic charge list, values in e, 6 entries:
1. C -0.71
2. C -0.15
3. C -0.13
4. O -0.01
5. O -0.01
6. I 0.71